# 1
66
Properties=species:S:1:pos:R:3:forces:R:3 method="wB97M-V/def2-TZVPD" orbital_gap_ha="0.215 / 0.232" relative_energy_ev=12.811 lumo_energy_ha="-0.2608 / -0.2723" total_charge=+2 spin_multiplicity=3
Pd 0.79829 0.05203 0.29451 0.3430 -0.5196 0.3818
Cl 3.26194 -2.34958 -0.06188 1.4003 -1.5691 1.5137
C 2.80579 -2.48207 -2.18665 -0.5327 -0.0440 -1.4680
C 2.29375 0.38914 -0.81322 -0.1049 0.0442 -0.9462
C 2.81046 0.94051 -1.89530 0.3588 -0.7221 0.8747
Cl 2.05468 2.14410 -2.87421 -0.0719 0.2738 -0.3751
C 4.19008 0.54238 -2.27078 -0.3806 -0.3377 -0.1602
Cl 5.37332 1.75750 -2.13271 0.2157 0.1145 -0.0054
C 4.49110 -0.69676 -2.71111 -0.2785 0.3844 0.2384
Cl 6.08724 -1.16577 -3.09878 0.1857 -0.0834 -0.0420
C 3.48052 -1.73671 -3.01490 0.4336 0.5521 -0.3440
Cl 3.20705 -2.07853 -4.70020 -0.1087 -0.1787 0.2565
C -0.40035 -4.90968 -0.68535 0.1175 0.0407 -0.0778
N 0.69249 -3.96885 -0.42946 0.2114 0.2592 -0.3519
C 0.45579 -2.85540 0.29359 0.3080 0.7341 0.3993
N 1.45546 -1.93158 0.62811 -1.9538 0.8412 0.4604
O -0.62811 -2.57862 0.82654 -0.1859 -0.3215 -0.0881
H 0.01229 -5.91316 -0.74200 -0.0210 -0.0340 -0.0256
H -0.91551 -4.67842 -1.61863 -0.0112 -0.0027 0.0215
H -1.11364 -4.86318 0.13162 0.0524 0.0292 0.0055
H 1.39528 -3.86254 -1.16537 -0.2558 -0.1720 0.3821
H 4.06591 -3.35927 -0.36251 0.7120 0.2661 -0.1687
H 3.55691 -2.51965 1.23551 -0.1983 0.2330 -0.5704
C -1.00889 1.43681 4.43185 -0.0023 -0.0369 0.0042
C -0.09739 1.29740 3.19168 0.0233 -0.0367 0.0082
N -0.36948 0.03658 2.48938 -0.3173 -0.1465 -0.2839
C -1.81223 -0.04901 2.18077 0.0330 -0.1956 -0.0360
C -2.64916 -0.12537 3.47242 0.0082 0.0411 0.0346
N -1.71619 0.12443 4.62030 0.0058 0.0518 0.0288
C -0.71422 -0.99031 4.71673 0.0531 0.0141 0.0231
C 0.00833 -1.09787 3.35416 0.0054 0.3160 0.1668
H -1.77443 2.20127 4.31214 -0.0085 -0.0142 -0.0060
H -0.44812 1.64199 5.34108 -0.0044 0.0061 0.0110
H 0.95102 1.30955 3.48605 0.0156 -0.0106 -0.0239
H -0.26682 2.12812 2.50996 -0.0418 -0.0059 -0.0015
H -1.97761 -0.94622 1.58110 0.0629 0.1497 0.0669
H -2.08103 0.82686 1.59257 -0.0105 0.0379 0.0002
H -3.09369 -1.10635 3.62864 0.0062 -0.0058 -0.0028
H -3.43253 0.62855 3.51552 -0.0143 -0.0045 0.0023
H -2.25595 0.15918 5.48425 0.0193 0.0090 -0.0024
H -1.25937 -1.89605 4.97366 0.0022 -0.0103 0.0008
H -0.04379 -0.73823 5.53683 0.0043 -0.0218 -0.0013
H -0.24691 -2.01226 2.83879 -0.0787 -0.1184 -0.0976
H 1.08441 -1.07825 3.50452 0.0667 0.0119 -0.0229
C -2.12885 -0.33950 -1.53317 -0.0758 -0.1067 -0.0261
C -1.11410 0.40000 -2.38351 0.1339 0.0032 0.0360
N -1.15686 1.84852 -2.16558 -0.0205 0.1265 -0.0850
C -1.90889 2.57979 -3.21192 0.0105 -0.0648 0.1125
C -1.08984 2.86452 -4.46044 0.0164 -0.0410 0.0530
C -0.54867 2.47648 -1.16527 -0.0697 -0.0367 0.2857
C -0.62234 3.98099 -1.13409 0.0219 0.0263 -0.0586
N 0.08494 1.89464 -0.15378 -0.2391 0.2140 -0.2398
H -2.07575 -1.41309 -1.71609 0.0019 0.0144 -0.0202
H -3.14082 -0.00325 -1.76378 -0.0036 -0.0103 0.0055
H -1.95054 -0.18091 -0.47308 0.0463 0.0316 0.0481
H -1.33867 0.24273 -3.43754 0.0534 0.0068 -0.0104
H -0.09742 0.03706 -2.23258 0.0228 -0.0069 0.1224
H -2.31243 3.49594 -2.79579 -0.0194 0.0488 0.0119
H -2.76703 1.95316 -3.45873 -0.0005 0.0095 0.0089
H -0.25567 3.53169 -4.24772 0.0284 0.0249 -0.0007
H -1.71949 3.34213 -5.21038 -0.0065 -0.0072 0.0094
H -0.68885 1.94757 -4.89255 0.0105 -0.0022 -0.0022
H -1.64734 4.32081 -0.99183 -0.0114 0.0033 0.0155
H -0.25140 4.40694 -2.06522 -0.0154 0.0055 0.0001
H -0.01828 4.37066 -0.31838 0.0013 0.0170 -0.0256
H 0.52160 2.61644 0.40225 0.0513 -0.0738 -0.0193



# 2
99
Properties=species:S:1:pos:R:3:forces:R:3 method="wB97M-V/def2-TZVPD" orbital_gap_ha=0.270 lumo_energy_ha=0.0595 total_charge=-1
C 6.77465 -0.57024 1.13890 0.2582 -1.1447 -0.7425
C 6.27000 0.09716 -0.23669 0.7367 0.1072 -0.5255
C 5.72922 1.60567 -0.11054 -0.7212 -0.3609 -0.8908
C 4.83424 1.92401 1.19149 2.0024 1.2694 -0.3840
S 3.29561 0.89729 1.39982 -2.4402 -5.1398 1.2133
O 3.43063 0.21305 2.77046 -0.0365 2.9463 -2.7275
O 3.10686 -0.22454 0.39249 -0.6821 7.0835 2.4429
N 1.83899 1.81788 1.46831 0.0198 0.0914 -2.2557
S 1.31281 2.30051 -0.08550 7.3930 4.7367 1.1101
O 2.54723 2.35644 -0.99779 -3.6866 -1.2076 1.6087
O 0.79375 3.71638 0.02023 -0.9465 -4.1622 -0.1115
C 0.12778 1.11142 -0.90849 -0.6041 -1.9398 -2.4884
F 0.32075 -0.25975 -0.57684 -0.5720 3.4429 -0.4704
F 0.38365 1.21291 -2.33573 -0.9100 -0.1101 3.4926
C -1.43594 1.43325 -0.68794 -1.0747 0.2791 -1.5016
F -1.81600 2.77339 -0.97407 1.2172 -3.3571 0.5451
F -2.15542 0.60330 -1.64976 1.2749 1.7250 2.1016
C -2.01015 1.04147 0.76644 -0.3961 1.6549 1.6653
F -2.90647 2.11801 1.14831 1.9292 -2.7804 -0.7336
F -1.01730 0.95825 1.77943 -2.4175 0.0991 -2.8896
C -2.89163 -0.30241 0.81202 -0.9694 -2.1549 2.0266
F -3.15024 -0.56791 2.21112 0.5443 0.7014 -3.6872
F -4.20011 -0.14967 0.22136 3.7158 -0.5295 1.1122
F -2.21505 -1.46629 0.33345 -2.2006 3.5300 0.9143
H 6.12741 -0.34687 2.05561 0.9871 -0.1535 -1.3637
H 6.71718 -1.72286 0.98445 0.0834 1.8997 0.3450
H 7.90347 -0.34979 1.30625 -2.0116 -0.0789 0.0014
H 5.52003 -0.58146 -0.79644 1.2461 1.4510 1.3417
H 7.20016 0.14282 -0.93728 -1.4814 -0.0228 1.1118
H 6.62907 2.32879 -0.16694 -1.4855 -0.9773 0.5256
H 5.08891 1.82703 -1.05261 1.0040 -0.3398 1.5993
H 5.50087 1.75606 2.12370 -1.6535 -0.0793 -1.5679
H 4.62366 3.06614 1.18292 -0.2280 -2.1789 -0.0021
C 3.50842 -5.18018 -0.68434 -0.1062 -0.2565 -0.3548
C 4.74473 -4.69289 -1.42797 0.2760 -0.1038 0.4281
O 4.39967 -3.39711 -1.91310 -0.7129 -0.2438 -0.1158
S 3.37360 -2.69271 -0.86111 0.5435 0.9809 0.8115
O 4.12771 -1.82828 -0.00394 0.6694 -5.0815 -1.9886
O 2.21658 -2.25682 -1.58433 0.9790 -0.3714 0.4039
O 2.98565 -4.03091 -0.02090 0.3563 0.1915 -0.2782
H 2.74831 -5.54636 -1.38125 0.0773 -0.0366 -0.0235
H 3.74394 -5.96237 0.03903 -0.0433 0.2413 0.0721
H 5.02073 -5.35153 -2.25235 -0.0988 0.2315 -0.0587
H 5.59618 -4.58408 -0.74893 -0.0416 -0.1082 0.0053
C -6.30123 -2.48956 -0.45132 0.7065 0.2147 -0.0556
C -6.48539 -2.12564 -1.91600 -0.3894 0.6056 0.2506
O -6.73134 -3.36620 -2.57861 -0.0514 -0.7759 0.6407
S -7.52145 -4.35937 -1.56499 0.0399 0.2191 -0.0314
O -8.92272 -4.28257 -1.86081 1.0342 -0.3753 0.3289
O -6.80784 -5.60003 -1.49912 -0.7496 0.8032 -0.2170
O -7.24683 -3.52925 -0.19688 -0.4386 -0.2781 -0.8357
H -5.29935 -2.88788 -0.26724 -0.0331 0.0862 -0.0098
H -6.48075 -1.64074 0.20982 -0.1642 -0.2273 -0.0121
H -5.60796 -1.63228 -2.33530 -0.0393 -0.2907 -0.0755
H -7.36293 -1.48753 -2.05640 0.1083 0.0378 0.0291
C -5.63512 1.64841 -2.76876 0.6855 -0.0222 -0.3186
C -5.62470 3.07656 -3.29242 0.3211 0.1935 0.7665
O -6.70527 3.13761 -4.22555 -0.6318 -0.8648 -0.0715
S -7.88511 2.13592 -3.73578 0.2497 0.1242 0.0469
O -8.86516 2.90873 -3.02845 0.4831 -0.7674 -0.6361
O -8.21869 1.26398 -4.82256 -0.0165 0.8030 0.7879
O -7.01719 1.30038 -2.64732 -0.6061 0.6468 -0.3603
H -5.17236 0.96205 -3.48391 0.0244 0.0642 0.0416
H -5.13278 1.55906 -1.80427 -0.2579 -0.0138 -0.0244
H -4.68280 3.33539 -3.77656 -0.2394 -0.0085 -0.1327
H -5.82974 3.79253 -2.49117 0.1175 -0.0483 -0.0360
C 2.99287 3.57511 5.76426 -0.4683 -0.6850 -0.1082
C 3.95475 2.79405 6.64756 -0.2412 0.3699 0.4197
O 5.12272 2.60901 5.84985 -0.0541 0.4952 -0.7395
S 5.29811 3.88666 4.86339 -0.2876 -0.1361 0.0472
O 6.23409 4.79380 5.46394 -0.5727 -0.5465 -0.6768
O 5.43126 3.40516 3.52167 0.3475 0.7285 1.3633
O 3.80778 4.50197 5.04547 0.9838 -0.1322 0.2508
H 2.50169 2.91953 5.03923 0.0330 0.0002 0.0551
H 2.23606 4.10415 6.34542 0.2175 0.1659 -0.1303
H 3.54551 1.83285 6.95971 0.2140 -0.0110 -0.2479
H 4.23775 3.37332 7.53210 -0.0701 -0.0242 -0.0040
C 3.99520 -8.55460 2.44799 -0.4092 -0.5150 0.0303
C 4.95173 -9.35399 3.32066 -0.1993 0.4201 0.4930
O 6.09826 -9.58176 2.50180 -0.1505 0.3877 -0.8116
S 6.29091 -8.31977 1.49729 0.1820 0.1052 0.1329
O 7.26259 -7.43498 2.06903 -0.7325 -0.6529 -0.7518
O 6.38531 -8.81827 0.15740 0.1457 0.4116 1.0174
O 4.82127 -7.65977 1.70276 0.8215 -0.2435 0.1782
H 3.47054 -9.20314 1.74044 0.0075 0.0070 0.0791
H 3.26601 -7.99760 3.03810 0.2103 0.1456 -0.1482
H 4.52118 -10.29943 3.65185 0.2121 -0.0096 -0.2116
H 5.26897 -8.77393 4.19243 -0.1000 -0.0313 -0.0237
C -7.56979 7.41638 -3.49160 -0.4017 0.4594 -0.1881
C -6.70863 7.79490 -4.68786 -0.2221 -0.5652 -0.2592
O -5.49260 8.29026 -4.12783 -0.0842 -0.0613 0.8808
S -5.19232 7.50622 -2.73716 0.2037 -0.0650 0.0005
O -4.26783 6.44300 -3.01251 -0.7585 0.8717 0.4940
O -4.97851 8.47732 -1.70678 0.0684 -0.8134 -0.8641
O -6.66716 6.85557 -2.53859 0.7951 0.0645 -0.3545
H -8.03305 8.30002 -3.04320 0.0064 -0.0356 -0.0648
H -8.34476 6.69426 -3.75308 0.2257 -0.0937 0.1709
H -7.17915 8.55142 -5.31654 0.2343 0.0836 0.1662
H -6.46812 6.91655 -5.29448 -0.1029 0.0359 0.0126



# 3
60
Properties=species:S:1:pos:R:3:forces:R:3 method="wB97M-V/def2-TZVPD" orbital_gap_ha=0.271 lumo_energy_ha=-0.0864 total_charge=+1
Mg 0.59219 -0.30636 -0.07337 0.3145 -0.0452 -0.1602
C 0.48905 -4.68578 2.57284 -0.0377 0.0338 -0.0876
N 0.18380 -3.97156 1.33635 -0.0547 0.0292 0.1356
C 0.04999 -4.76248 0.11018 0.0307 -0.0165 0.1136
C 0.04640 -2.66559 1.27268 -0.0158 0.1820 -0.2354
O -0.27737 -2.08758 0.20710 -0.0206 0.0084 0.2533
C 0.31864 -1.80029 2.50694 0.0310 0.1078 0.0053
O 0.44680 -0.47147 2.01304 -0.0161 0.0029 -0.0635
C 1.35170 0.41209 2.66355 -0.0766 -0.0663 -0.0141
C 1.57054 1.56230 1.67240 -0.0839 -0.1103 -0.1678
O 0.91015 1.55839 0.60904 -0.0029 -0.0841 0.1721
N 2.45559 2.49603 1.95513 -0.0322 0.0327 0.1160
C 3.20734 2.55216 3.20352 -0.0194 -0.0032 -0.0763
C 2.73521 3.56476 0.99622 0.0084 -0.0764 0.0855
H 1.53566 -4.99088 2.58510 0.0026 -0.0166 0.0129
H -0.14594 -5.56753 2.63422 0.0214 -0.0157 -0.0099
H 0.27688 -4.06848 3.44049 0.0182 -0.0113 0.0249
H 0.63967 -5.66765 0.23435 -0.0142 -0.0100 -0.0305
H 0.42878 -4.19217 -0.73267 -0.0061 -0.0046 -0.0148
H -0.99303 -5.02571 -0.06217 -0.0008 -0.0063 -0.0255
H 1.23407 -2.10364 3.01546 0.0057 -0.0573 -0.0328
H -0.52243 -1.85110 3.20385 0.0206 -0.0438 0.0152
H 2.29269 -0.10515 2.87009 0.0293 0.0419 -0.0193
H 0.91364 0.78112 3.59436 0.0331 0.0012 0.0086
H 2.92324 1.75125 3.87750 0.0000 0.0016 0.0150
H 3.01523 3.50381 3.69833 0.0235 0.0067 0.0007
H 4.27238 2.46672 2.98943 0.0068 0.0095 0.0076
H 2.28041 3.32178 0.04355 -0.0013 0.0165 -0.0116
H 3.81516 3.64617 0.88258 -0.0026 0.0298 -0.0229
H 2.33672 4.50782 1.36945 0.0088 0.0174 -0.0177
C 4.93137 -0.48513 1.03942 0.0001 0.0867 0.0200
C 4.71279 -1.91559 0.54350 0.1101 -0.0887 0.0036
C 3.73953 -2.66265 1.45761 -0.0766 -0.0266 0.0408
C 4.30036 -1.99922 -0.91230 -0.0814 0.0503 -0.0291
C 5.10774 -2.67749 -1.81264 0.0352 -0.0542 -0.0339
C 4.76641 -2.79451 -3.15295 -0.0230 0.0315 0.0534
C 3.59283 -2.20872 -3.59037 -0.0242 0.0255 -0.0077
C 2.74940 -1.51352 -2.72660 0.0340 -0.0086 -0.0363
C 1.47075 -0.94521 -3.32804 -0.0259 0.0524 -0.0718
C 0.33396 -1.96838 -3.31012 -0.0701 -0.1373 0.0133
C 0.96837 0.41430 -2.82754 -0.0068 0.0154 0.2894
C 3.09935 -1.41486 -1.36910 -0.0054 0.1258 -0.0539
O 2.32877 -0.74480 -0.51814 -0.1710 -0.0395 0.2349
H 5.26130 -0.49083 2.08254 -0.0027 -0.0025 0.0088
H 4.00928 0.09323 0.95479 0.0121 -0.0126 -0.0030
H 5.69735 0.02556 0.45457 -0.0040 -0.0349 -0.0348
H 5.67565 -2.43091 0.61304 -0.0085 0.0151 0.0286
H 2.76175 -2.18115 1.40516 -0.0110 0.0054 -0.0241
H 4.08550 -2.65689 2.49570 0.0198 0.0156 -0.0119
H 3.61994 -3.70301 1.14655 0.0328 0.0144 -0.0262
H 6.02954 -3.12381 -1.45513 -0.0001 0.0039 0.0036
H 5.41054 -3.32092 -3.84332 0.0051 -0.0089 -0.0003
H 3.31459 -2.27935 -4.63712 0.0287 -0.0082 -0.0034
H 1.71950 -0.76462 -4.37780 -0.0402 -0.0469 -0.0098
H 0.03887 -2.22390 -2.28779 0.0321 0.0569 0.0419
H 0.63889 -2.89838 -3.79090 0.0203 0.0315 -0.0275
H -0.55189 -1.59385 -3.82863 0.0173 0.0226 -0.0081
H 0.25218 0.34620 -1.97962 -0.0471 -0.0570 -0.2282
H 0.36231 0.89981 -3.59271 0.0650 0.0213 -0.0492
H 1.76774 1.08358 -2.51501 0.0157 -0.0021 -0.0551



Across the entries above, E takes the values -3613.5390, -7027.3328, -1392.3900 Ha, respectively.